The following is a DFT calculation (ωB97M-V with the def2-TZVPD basis set) of a molecular structure, C34H56GeN6O8PTi.

Each line ends with the Löwdin spin population.
Geometry (Å):
Ti  -0.2106  -0.6479  0.0547  0.9249
C  3.8543  -0.7131  -4.0045  0.0000
C  3.8702  -1.3761  -2.6269  0.0000
C  5.1409  -0.9938  -1.8749  0.0000
C  3.7918  -2.8876  -2.7851  0.0000
O  2.7295  -0.9701  -1.8665  0.0002
Ge  2.0690  0.7404  -1.7297  0.0004
O  0.2165  0.1878  -1.8319  0.0240
C  -0.5564  0.8122  -2.8974  0.0013
C  -0.7409  2.2932  -2.6002  0.0009
C  -1.9142  0.1281  -2.9744  0.0002
C  0.1783  0.6125  -4.2219  0.0000
O  1.7413  0.5431  0.1917  0.0018
C  2.4782  1.4872  1.0043  0.0000
C  1.8760  2.8732  0.8331  0.0001
C  2.4065  1.0623  2.4619  0.0000
C  3.9536  1.4866  0.5982  -0.0001
H  4.6366  -1.1271  -4.6443  0.0000
H  4.0144  0.3651  -3.9198  0.0000
H  2.8869  -0.8785  -4.4870  0.0000
H  6.0279  -1.3444  -2.4084  0.0000
H  5.1398  -1.4399  -0.8748  0.0000
H  5.2102  0.0915  -1.7683  0.0000
H  4.6709  -3.2643  -3.3132  0.0000
H  2.9028  -3.1742  -3.3508  0.0000
H  3.7491  -3.3741  -1.8052  0.0000
H  -1.2716  2.4139  -1.6585  0.0000
H  -1.3159  2.7686  -3.3991  0.0002
H  0.2264  2.7988  -2.5257  0.0001
H  -2.3748  0.0774  -1.9866  0.0002
H  -1.8310  -0.8856  -3.3712  0.0000
H  -2.5716  0.7014  -3.6311  0.0000
H  1.0841  1.2207  -4.2809  0.0000
H  -0.4727  0.8943  -5.0522  -0.0001
H  0.4523  -0.4401  -4.3439  0.0000
H  0.8090  2.8114  1.0318  0.0000
H  2.0175  3.2360  -0.1884  0.0000
H  2.3342  3.5874  1.5218  0.0000
H  1.3727  0.9200  2.7787  0.0000
H  2.8580  1.8304  3.0930  0.0000
H  2.9532  0.1290  2.6165  0.0000
H  4.1085  1.9520  -0.3766  0.0000
H  4.3267  0.4595  0.5577  0.0000
H  4.5433  2.0415  1.3316  0.0000
O  -1.9883  -5.8019  -4.6720  0.0002
C  -2.1317  -5.8712  -3.4322  0.0000
O  -2.5886  -6.7622  -2.6852  0.0000
C  -1.6464  -4.6236  -2.6862  0.0009
C  -0.4867  -3.9712  -3.0684  0.0010
C  -0.0558  -2.8512  -2.3781  -0.0002
N  -0.7482  -2.3424  -1.3556  -0.0009
C  -1.8909  -2.9344  -1.0206  0.0026
C  -2.3691  -4.0680  -1.6179  0.0003
C  -2.6518  -2.1318  0.0033  0.0029
O  -3.7160  -2.4451  0.4600  -0.0018
O  -2.0383  -0.9812  0.2866  0.0002
H  0.0628  -4.3402  -3.9265  0.0000
H  0.8535  -2.3188  -2.6363  -0.0001
H  -3.2928  -4.5125  -1.2698  0.0000
N  1.4327  -2.1908  0.1878  0.0050
C  1.9557  -2.2456  1.5214  -0.0016
C  3.1555  -2.7724  1.8715  0.0034
C  3.5504  -2.8088  3.2356  -0.0018
C  2.7183  -2.3548  4.2122  0.0026
C  1.4543  -1.8143  3.8725  -0.0006
C  0.5113  -1.3536  4.8176  0.0101
C  -0.6820  -0.8704  4.3860  -0.0012
C  -0.9308  -0.7842  3.0002  0.0126
N  -0.0679  -1.1580  2.0940  -0.0004
C  1.0994  -1.7265  2.5187  0.0029
H  1.1809  -3.1210  -0.1268  0.0002
H  2.1404  -1.8318  -0.4851  0.0022
H  3.8058  -3.1757  1.1040  0.0002
H  4.5152  -3.2228  3.5001  -0.0002
H  3.0099  -2.4054  5.2550  0.0001
H  0.7439  -1.4007  5.8760  0.0005
H  -1.4426  -0.5418  5.0815  -0.0003
H  -1.8626  -0.3917  2.6220  0.0004
C  -3.9715  4.2132  0.3343  0.0000
N  -2.6978  3.4955  0.3440  0.0001
C  -1.5686  4.4143  0.2148  0.0000
P  -2.4633  2.1040  1.2239  0.0008
O  -1.1937  1.4437  0.7796  0.0047
N  -3.9070  1.3594  1.0577  0.0003
C  -4.4211  0.3868  2.0249  0.0001
C  -4.4477  1.1411  -0.2927  0.0000
N  -2.3609  2.3962  2.8538  0.0003
C  -3.4085  3.1605  3.5231  0.0001
C  -1.0673  2.4905  3.5175  0.0001
H  -4.1562  4.6171  -0.6637  0.0000
H  -3.9582  5.0531  1.0375  0.0000
H  -4.7971  3.5588  0.5947  0.0000
H  -1.6118  4.9234  -0.7500  0.0000
H  -0.6270  3.8794  0.2646  0.0000
H  -1.5887  5.1765  1.0032  0.0000
H  -3.9335  0.5060  2.9894  0.0000
H  -4.2706  -0.6307  1.6594  0.0000
H  -5.4930  0.5507  2.1600  0.0000
H  -3.9291  1.7605  -1.0213  0.0000
H  -5.5094  1.4028  -0.3086  0.0000
H  -4.3477  0.0960  -0.5764  0.0000
H  -4.3353  3.1341  2.9540  0.0000
H  -3.1106  4.2066  3.6547  0.0000
H  -3.6051  2.7392  4.5131  0.0000
H  -0.3174  1.9664  2.9394  0.0001
H  -1.1196  2.0387  4.5130  0.0000
H  -0.7528  3.5339  3.6352  0.0000

Values from the calculation:
Frontier orbital gap (spin up / spin down) (eV): 6.14 / 6.11
Largest force on an atom (eV Å⁻¹): 1.8
Spin multiplicity: 2
<S²>: 0.75
Net charge: 0
HOMO level (spin up / spin down) (eV): -7.230 / -7.231

The following is a DFT calculation (ωB97M-V with the def2-TZVPD basis set) of a molecular structure, C34H56GeN6O8PTi.

Each line ends with the Löwdin spin population.
Geometry (Å):
Ti  -0.5529  -0.1995  -0.7288  0.9168
C  -0.6417  -3.9181  -3.3357  -0.0004
C  -0.9515  -2.4336  -3.1507  0.0027
C  -2.4653  -2.2662  -3.0040  0.0005
C  -0.4187  -1.6937  -4.3711  0.0002
O  -0.2721  -1.8895  -1.9820  0.0111
Ge  0.5790  -3.1590  -0.7123  0.0031
O  -0.5928  -2.3748  0.4955  0.0052
C  -1.3633  -3.1419  1.4570  0.0014
C  -2.8447  -2.8414  1.2581  -0.0001
C  -0.9439  -2.7700  2.8639  0.0000
C  -1.1462  -4.6427  1.2653  0.0006
O  1.9048  -1.8575  -0.3262  0.0020
C  3.2962  -2.1885  -0.4103  0.0003
C  4.0677  -1.1017  0.3332  0.0000
C  3.7392  -2.2173  -1.8752  0.0000
C  3.5866  -3.5434  0.2347  0.0002
H  -1.0878  -4.2396  -4.2782  -0.0001
H  -1.0625  -4.5360  -2.5408  0.0000
H  0.4314  -4.1094  -3.3836  0.0000
H  -2.9903  -3.0472  -3.5558  0.0000
H  -2.8142  -1.3094  -3.3849  0.0001
H  -2.7503  -2.3543  -1.9545  0.0000
H  -0.9454  -2.0148  -5.2717  0.0000
H  0.6453  -1.9060  -4.5074  0.0001
H  -0.5590  -0.6219  -4.2727  0.0001
H  -3.0820  -1.8035  1.4726  -0.0001
H  -3.4406  -3.4781  1.9159  0.0001
H  -3.1436  -3.0421  0.2278  0.0000
H  -1.0308  -1.6990  3.0251  0.0000
H  0.0877  -3.0617  3.0336  0.0000
H  -1.5717  -3.2885  3.5925  0.0000
H  -1.4725  -4.9763  0.2779  0.0000
H  -1.7302  -5.1831  2.0126  0.0002
H  -0.0990  -4.9263  1.3924  0.0001
H  3.7288  -0.1100  0.0210  0.0000
H  5.1365  -1.1784  0.1228  0.0000
H  3.9255  -1.1889  1.4085  0.0000
H  3.7350  -1.2150  -2.3121  0.0000
H  3.0778  -2.8607  -2.4603  0.0000
H  4.7550  -2.6067  -1.9650  0.0000
H  3.1458  -3.5890  1.2335  0.0000
H  4.6657  -3.6820  0.3304  0.0001
H  3.1888  -4.3722  -0.3507  0.0000
O  -5.3310  3.8437  -3.8502  0.0017
C  -4.5659  3.1758  -4.5690  0.0002
O  -4.4380  3.1096  -5.8044  0.0013
C  -3.5968  2.3030  -3.7906  0.0071
C  -2.2486  2.2400  -4.1279  -0.0019
C  -1.3708  1.4932  -3.3698  0.0049
N  -1.7579  0.7745  -2.3108  -0.0067
C  -3.0635  0.8273  -1.9827  0.0033
C  -3.9955  1.5598  -2.6744  -0.0005
C  -3.3934  0.1322  -0.6900  0.0029
O  -4.5005  0.0010  -0.2451  0.0118
O  -2.2862  -0.2633  -0.0720  0.0012
H  -1.8998  2.7804  -4.9982  -0.0003
H  -0.3180  1.4504  -3.6216  0.0002
H  -5.0185  1.6004  -2.3260  -0.0001
N  1.3419  0.3164  -1.7963  -0.0004
C  1.6396  1.7102  -1.8631  -0.0007
C  2.6029  2.2658  -2.6497  0.0014
C  2.7409  3.6753  -2.7215  -0.0013
C  1.8979  4.4953  -2.0348  0.0011
C  0.8603  3.9427  -1.2383  -0.0003
C  -0.1432  4.7198  -0.6147  0.0077
C  -1.1508  4.0979  0.0609  -0.0010
C  -1.1587  2.6903  0.1314  0.0082
N  -0.2499  1.9371  -0.4438  -0.0029
C  0.7526  2.5493  -1.1375  0.0026
H  1.7678  -0.1781  -0.9831  0.0002
H  1.6685  -0.2135  -2.5954  0.0005
H  3.2584  1.6293  -3.2319  0.0001
H  3.5161  4.0962  -3.3473  -0.0001
H  1.9831  5.5715  -2.1114  0.0000
H  -0.1103  5.7990  -0.7003  0.0004
H  -1.9514  4.6524  0.5288  -0.0002
H  -1.9496  2.1761  0.6641  0.0005
C  1.4169  0.2834  5.2963  0.0002
N  1.2070  -0.0923  3.9076  0.0005
C  2.2031  -1.0226  3.3959  0.0000
P  0.4068  0.9453  2.8906  0.0016
O  0.2899  0.3068  1.5505  0.0119
N  1.2761  2.3609  2.9251  0.0000
C  2.6645  2.2734  2.4906  0.0000
C  0.7146  3.6873  2.7242  0.0001
N  -1.0537  1.3921  3.5024  0.0002
C  -2.2362  0.6030  3.1609  0.0000
C  -1.2341  2.2235  4.6828  0.0000
H  1.7607  -0.5925  5.8471  0.0000
H  0.4898  0.6136  5.7609  0.0000
H  2.1676  1.0760  5.4092  0.0000
H  2.1682  -1.9463  3.9746  0.0000
H  3.2181  -0.6162  3.4881  0.0000
H  1.9950  -1.2530  2.3527  0.0000
H  3.0583  1.2701  2.6322  0.0000
H  3.2854  2.9666  3.0629  0.0000
H  2.7547  2.5235  1.4267  0.0000
H  -0.3716  3.6589  2.7268  0.0000
H  1.0374  4.0955  1.7602  0.0001
H  1.0501  4.3705  3.5099  0.0000
H  -2.0568  0.0046  2.2707  0.0000
H  -3.0769  1.2730  2.9618  0.0000
H  -2.5158  -0.0610  3.9846  0.0000
H  -0.2988  2.6881  4.9857  0.0000
H  -1.6159  1.6303  5.5197  0.0000
H  -1.9596  3.0155  4.4751  0.0000

Values from the calculation:
Frontier orbital gap (spin up / spin down) (eV): 6.34 / 6.29
Largest force on an atom (eV Å⁻¹): 1.4
Spin multiplicity: 2
<S²>: 0.75
Net charge: 0
HOMO level (spin up / spin down) (eV): -7.380 / -7.388